[1]
Density functional theory data (ωB97M-V with the def2-TZVPD basis set) for the molecule C4H7NO.

Structure (XYZ):
```
13
Properties=species:S:1:pos:R:3
C 1.51 -0.70 0.06
C 0.10 -0.21 0.09
C -0.28 1.30 -0.06
N -0.52 1.35 -1.37
C -1.03 -0.87 0.47
O -2.13 -0.19 0.50
H 1.52 -1.78 -0.10
H 2.11 -0.23 -0.72
H 1.99 -0.49 1.03
H -1.44 1.01 0.48
H 0.44 2.03 0.31
H -1.27 0.67 -1.54
H -0.99 -1.89 0.85
```

ΔE to the lowest compared entry with this formula, charge and spin ... 120.8 kcal/mol
E ... -7794.405 eV
Molar mass ... 85.1 g mol⁻¹
HOMO-LUMO gap (spin up / spin down) ... 0.2631 / 0.2629 hartree
E_HOMO (spin up / spin down) ... -8.5 / -8.5 eV

[2]
Density functional theory data (ωB97M-V with the def2-TZVPD basis set) for an isolated ion of composition C5H2F3OS and charge -1.

Structure (XYZ):
```
12
Properties=species:S:1:pos:R:3
C -1.64 -0.76 -0.16
C -1.64 0.57 -0.48
C -0.37 -1.05 0.39
C 0.31 0.17 0.32
C 1.69 0.46 0.20
O -0.51 1.14 -0.15
F 2.37 -0.07 -0.88
F 1.84 1.81 -0.01
F 2.55 0.23 1.22
S 0.17 -2.56 0.94
H -2.57 -1.25 -0.30
H -2.20 1.31 -1.10
```

E ... -26250.328 eV
Spin multiplicity ... 3
Net charge ... -1
Molar mass ... 167.1 g mol⁻¹
<S²> ... 2.026
HOMO-LUMO gap (spin up / spin down) ... 0.1493 / 0.2484 hartree
E_HOMO (spin up / spin down) ... -0.4 / -4.3 eV

[3]
Density functional theory data (ωB97M-V with the def2-TZVPD basis set) for a 2-piece molecular cluster, C2H5BrOS overall.

Structure (XYZ):
```
10
Properties=species:S:1:pos:R:3
C 2.12 0.18 1.38
C -2.18 -0.05 -1.73
O -2.31 -1.00 -0.86
S 0.46 -0.13 0.83
Br -1.09 1.45 -1.50
H 1.90 0.68 2.29
H 2.74 1.01 0.79
H 2.70 -0.70 1.49
H -2.55 -0.51 -2.67
H -1.79 -0.92 -0.02
```

ΔE to the lowest compared entry with this formula, charge and spin ... 108.3 kcal/mol
E ... -85075.305 eV
Molar mass ... 157.0 g mol⁻¹
HOMO-LUMO gap (spin up / spin down) ... 0.1701 / 0.1245 hartree
E_HOMO (spin up / spin down) ... -6.8 / -6.1 eV

[4]
Density functional theory data (ωB97M-V with the def2-TZVPD basis set) for a 4-piece molecular cluster, C4H16N8O4 overall.

Structure (XYZ):
```
32
Properties=species:S:1:pos:R:3
C 3.50 -0.49 -0.68
O 3.53 0.48 -0.02
N 4.60 -0.94 -1.15
N 2.50 -1.27 -0.84
H 4.51 -1.94 -1.20
H 5.42 -0.44 -0.82
H 2.52 -2.13 -1.37
H 1.70 -0.99 -0.29
C -1.17 0.23 -3.32
O -1.97 -0.66 -3.08
N -0.76 0.64 -4.43
N -0.58 0.95 -2.46
H -1.03 0.15 -5.27
H -0.07 1.37 -4.40
H -0.19 1.85 -2.68
H -0.51 0.42 -1.60
C -3.41 -1.18 2.69
O -4.53 -0.93 2.97
N -2.80 -0.74 1.61
N -2.61 -1.44 3.68
H -2.04 -1.22 1.17
H -3.38 -0.11 1.08
H -1.62 -1.24 3.62
H -3.12 -1.71 4.51
C 0.07 1.11 1.16
O -0.13 0.16 0.42
N -0.83 1.55 2.00
N 1.26 1.71 1.27
H -0.50 2.00 2.84
H -1.73 1.09 2.00
H 1.93 1.39 0.58
H 1.45 2.34 2.03
```

ΔE to the lowest compared entry with this formula, charge and spin ... 85.1 kcal/mol
Structure (SMILES) ... NC(N)=O.NC(N)=O.NC(N)=O.NC(N)=O
E ... -24519.266 eV
Molar mass ... 240.2 g mol⁻¹
HOMO-LUMO gap ... 0.3592 hartree
E_HOMO ... -9.3 eV

[5]
Density functional theory data (ωB97M-V with the def2-TZVPD basis set) for C22H24AlN3S2 as an isolated structure.

Structure (XYZ):
```
52
Properties=species:S:1:pos:R:3
Al 0.01 -0.36 -0.09
C -2.94 -1.13 -0.01
N -2.04 -0.19 -0.67
C -2.08 -0.41 -2.12
C -2.34 1.20 -0.44
C -3.63 1.65 -0.23
C -3.90 3.01 -0.18
C -2.88 3.90 -0.43
C -1.58 3.45 -0.62
C -1.25 2.09 -0.55
N 0.00 1.49 -0.59
C 1.24 2.10 -0.47
C 1.55 3.46 -0.34
C 2.85 3.89 -0.18
C 3.90 3.01 -0.10
C 3.63 1.65 -0.24
C 2.34 1.21 -0.44
N 2.04 -0.18 -0.70
C 2.94 -1.13 -0.05
C 2.09 -0.38 -2.15
H -3.95 -1.10 -0.43
H -2.56 -2.14 -0.17
H -2.97 -0.93 1.06
H -3.09 -0.25 -2.52
H -1.39 0.27 -2.62
H -1.78 -1.44 -2.34
H -4.44 0.95 -0.10
H -4.91 3.36 0.00
H -3.07 4.96 -0.49
H -0.84 4.19 -0.85
H 0.79 4.21 -0.36
H 3.04 4.96 -0.11
H 4.92 3.35 0.06
H 4.45 0.95 -0.18
H 3.95 -1.09 -0.47
H 2.97 -0.94 1.02
H 2.56 -2.14 -0.22
H 3.10 -0.20 -2.54
H 1.79 -1.40 -2.39
H 1.39 0.31 -2.64
S 0.01 -0.59 2.13
C 0.01 -2.36 2.17
C 0.01 -2.97 3.42
C 0.00 -4.34 3.55
C 0.00 -5.14 2.42
C 0.01 -4.55 1.17
C 0.01 -3.17 1.03
S 0.00 -2.58 -0.64
H 0.00 -2.33 4.30
H 0.00 -4.79 4.54
H 0.00 -6.21 2.51
H 0.01 -5.16 0.28
```

E ... -55946.153 eV
Molar mass ... 421.6 g mol⁻¹
HOMO-LUMO gap ... 0.2953 hartree
E_HOMO ... -7.5 eV

[6]
Density functional theory data (ωB97M-V with the def2-TZVPD basis set) for a 2-piece molecular cluster, C2H10N3OP overall.

Structure (XYZ):
```
17
Properties=species:S:1:pos:R:3
C 1.95 0.90 0.88
C 1.64 -1.21 -0.49
N -3.19 0.64 -0.64
N 0.20 0.85 -0.60
N 1.37 0.23 -0.23
O -2.00 -1.18 0.66
P -2.23 0.48 0.81
H 3.04 1.17 0.63
H 1.20 1.70 1.13
H 1.86 0.28 1.81
H 1.10 -1.41 -1.37
H 2.66 -1.10 -0.76
H 1.55 -1.81 0.42
H -2.81 0.27 -1.52
H -3.46 1.69 -0.72
H -0.36 0.19 -1.19
H -2.52 -1.70 1.20
```

ΔE to the lowest compared entry with this formula, charge and spin ... 124.7 kcal/mol
E ... -18039.457 eV
Molar mass ... 123.1 g mol⁻¹
HOMO-LUMO gap (spin up / spin down) ... 0.2830 / 0.2729 hartree
E_HOMO (spin up / spin down) ... -7.0 / -6.6 eV

[7]
Density functional theory data (ωB97M-V with the def2-TZVPD basis set) for a 2-piece molecular cluster, C15H18O overall.

Structure (XYZ):
```
34
Properties=species:S:1:pos:R:3
C -3.86 -1.21 0.70
C -5.00 -0.29 1.27
C -2.99 -0.43 -0.19
C -2.93 -0.80 -1.57
C -2.12 0.58 0.30
C -1.99 -0.27 -2.38
C -1.03 0.92 -0.43
C -0.98 0.55 -1.81
O 0.06 0.92 -2.54
H -3.39 -1.61 1.59
H -4.35 -2.03 0.19
H -5.67 -0.76 1.98
H -3.64 -1.53 -1.92
H -2.26 1.05 1.26
H -1.84 -0.55 -3.40
H -0.21 1.46 0.03
H 0.92 0.76 -2.11
H -5.58 0.05 0.41
H -4.58 0.67 1.57
C 2.19 -0.61 2.08
C 4.44 -0.43 -0.93
C 3.67 -0.97 0.08
C 4.54 0.95 -1.13
C 3.04 -0.08 0.95
C 3.95 1.79 -0.20
C 3.34 1.27 0.96
H 4.83 -1.10 -1.69
H 3.55 -2.03 0.26
H 4.90 1.35 -2.07
H 4.08 2.86 -0.31
H 2.70 -1.36 2.71
H 1.31 -1.23 1.84
H 3.11 1.98 1.74
H 1.79 0.16 2.74
```

ΔE to the lowest compared entry with this formula, charge and spin ... 23.8 kcal/mol
E ... -17885.774 eV
Spin multiplicity ... 2
Net charge ... +1
Molar mass ... 214.3 g mol⁻¹
<S²> ... 0.766
HOMO-LUMO gap (spin up / spin down) ... 0.2860 / 0.1560 hartree
E_HOMO (spin up / spin down) ... -11.6 / -11.6 eV

[8]
Density functional theory data (ωB97M-V with the def2-TZVPD basis set) for C17H34NO2OsPSi as an isolated structure.

Structure (XYZ):
```
57
Properties=species:S:1:pos:R:3
Os -0.30 -0.08 -0.15
Si 0.01 1.15 -2.16
P -1.36 -1.58 -1.43
N 1.03 -1.30 0.08
H -2.26 -0.19 0.70
C -2.13 -2.88 -0.38
H -2.76 -3.54 -1.01
H -2.77 -2.39 0.37
H -1.34 -3.46 0.11
C -2.72 -1.03 -2.50
H -3.18 -1.93 -2.98
H -2.35 -0.35 -3.31
H -3.51 -0.51 -1.91
C -0.33 -2.59 -2.55
H -0.99 -3.28 -3.12
H 0.39 -3.20 -1.95
H 0.23 -1.96 -3.26
C -1.07 2.52 -2.68
H -1.18 3.28 -1.89
H -2.08 2.20 -2.96
H -0.65 3.03 -3.54
H 1.34 1.78 -1.69
H 0.30 0.29 -3.41
C 2.31 -1.69 -0.14
C 4.33 -2.99 0.51
C 3.00 -2.55 0.83
C 3.01 -1.29 -1.31
C 4.29 -1.73 -1.58
C 4.92 -2.58 -0.67
H 4.80 -3.64 1.24
H 2.46 -2.82 1.71
H 2.45 -0.60 -1.99
H 4.78 -1.43 -2.50
H 5.92 -2.93 -0.90
C -2.37 0.93 0.85
O -1.33 1.56 0.02
C -2.32 0.95 2.34
H -3.32 1.02 2.74
H -1.79 1.74 2.82
H -1.94 0.00 2.66
C -3.72 1.49 0.34
H -4.51 0.85 0.78
H -3.85 1.50 -0.78
H -3.91 2.55 0.63
C 1.01 1.85 3.66
C 1.24 3.17 2.86
C 0.90 2.82 1.44
O 0.94 1.35 1.34
C 1.29 0.77 2.66
H 1.67 1.77 4.54
H -0.02 1.80 4.02
H 2.29 3.45 2.92
H 0.65 4.01 3.24
H -0.09 3.18 1.20
H 1.58 3.17 0.68
H 2.34 0.47 2.66
H 0.70 -0.14 2.79
```

E ... -43392.334 eV
Spin multiplicity ... 5
Molar mass ... 533.8 g mol⁻¹
<S²> ... 6.054
HOMO-LUMO gap (spin up / spin down) ... 0.1688 / 0.1837 hartree
E_HOMO (spin up / spin down) ... -4.1 / -7.1 eV

[9]
Density functional theory data (ωB97M-V with the def2-TZVPD basis set) for C23H37N2O3PdSi4 as an isolated structure.

Structure (XYZ):
```
70
Properties=species:S:1:pos:R:3
Pd 0.10 1.03 0.77
O 0.40 -1.50 -4.25
C 1.32 -2.38 -3.79
C 1.69 -3.41 -4.65
C 2.65 -4.32 -4.28
C 3.28 -4.23 -3.04
C 2.91 -3.22 -2.18
C 1.93 -2.29 -2.53
C 1.57 -1.24 -1.56
O 0.22 -0.99 -1.50
N 2.48 -0.68 -0.87
N 2.12 0.30 0.04
C 3.14 0.92 0.53
C 3.09 2.08 1.39
C 4.24 2.35 2.15
C 4.34 3.47 2.95
C 3.28 4.38 2.95
C 2.15 4.16 2.19
C 2.01 3.01 1.40
O 0.92 2.89 0.65
H 0.21 -0.83 -3.58
H 1.21 -3.45 -5.62
H 2.93 -5.11 -4.97
H 4.04 -4.94 -2.75
H 3.39 -3.12 -1.21
H 4.13 0.56 0.24
H 5.07 1.65 2.10
H 5.23 3.65 3.53
H 3.35 5.28 3.56
H 1.34 4.88 2.18
C 0.77 -0.10 3.49
Si -0.23 -0.93 2.13
C -1.94 -1.30 2.79
C 0.57 -2.47 1.43
Si -0.96 -0.43 -0.46
Si -1.81 2.40 1.10
C -3.47 1.54 0.94
C -1.75 3.68 -0.27
C -1.56 3.06 2.83
Si -2.79 -1.18 -1.83
C -4.41 -1.40 -0.94
C -2.78 0.21 -3.09
C -2.23 -2.83 -2.49
H 1.36 -0.87 3.99
H 0.08 0.33 4.22
H 1.47 0.68 3.18
H -1.83 -1.87 3.71
H -2.58 -1.88 2.12
H -2.46 -0.37 3.04
H 0.87 -3.07 2.29
H 1.46 -2.25 0.85
H -0.10 -3.09 0.83
H -3.67 1.31 -0.10
H -4.26 2.24 1.26
H -3.59 0.64 1.54
H -2.45 3.42 -1.07
H -0.75 3.79 -0.68
H -2.05 4.65 0.13
H -2.15 2.50 3.56
H -1.89 4.11 2.88
H -0.52 3.04 3.14
H -4.80 -0.50 -0.48
H -4.33 -2.17 -0.17
H -5.15 -1.75 -1.67
H -3.74 0.74 -3.07
H -2.64 -0.20 -4.09
H -2.00 0.97 -2.94
H -2.48 -3.62 -1.77
H -1.17 -2.89 -2.73
H -2.78 -3.03 -3.41
```

ΔE to the lowest compared entry with this formula, charge and spin ... 0.0 kcal/mol
E ... -68561.531 eV
Net charge ... +1
Molar mass ... 608.3 g mol⁻¹
HOMO-LUMO gap ... 0.2257 hartree
E_HOMO ... -10.6 eV

[10]
Density functional theory data (ωB97M-V with the def2-TZVPD basis set) for a 3-piece molecular cluster, C28H41F4N2O13S overall.

Structure (XYZ):
```
89
Properties=species:S:1:pos:R:3
C 3.13 -3.07 -1.31
C 1.94 -3.41 -2.19
O 2.04 -3.65 -3.36
O 0.65 -3.41 -1.61
C -0.01 -2.18 -1.94
C -1.00 -1.88 -0.77
C -2.10 -1.00 -1.35
C -1.83 0.35 -1.60
C -0.45 0.88 -1.26
O -0.15 0.96 -0.10
O 0.31 1.24 -2.30
C 1.40 2.13 -1.95
C 0.98 3.60 -1.72
C 0.71 3.94 -0.24
O 1.05 5.28 0.09
C -2.84 1.15 -2.13
C -2.46 2.62 -2.36
C -2.43 3.04 -3.85
O -2.53 4.18 -4.20
O -2.28 2.01 -4.74
C -4.08 0.63 -2.41
C -5.24 1.47 -2.96
F -6.39 1.28 -2.26
F -5.03 2.80 -2.88
C -5.48 1.15 -4.50
F -5.48 2.26 -5.22
F -4.49 0.31 -4.92
N -4.30 -0.69 -2.21
C -5.58 -1.35 -2.52
C -6.37 -1.60 -1.23
N -7.32 -2.42 -1.17
C -3.36 -1.49 -1.69
C -3.58 -2.96 -1.41
S -3.88 -3.25 0.39
O -2.95 -4.25 0.81
O -3.74 -1.98 1.04
H 4.01 -3.53 -1.76
H 2.97 -3.34 -0.27
H 3.23 -1.98 -1.36
H 0.75 -1.40 -2.05
H -0.53 -2.34 -2.90
H -0.42 -1.40 0.02
H -1.35 -2.84 -0.38
H 2.01 1.73 -1.13
H 2.06 2.14 -2.82
H 1.86 4.19 -2.00
H 0.18 3.89 -2.40
H -0.32 3.72 0.08
H 1.34 3.28 0.37
H 0.23 5.79 0.08
H -3.20 3.22 -1.81
H -1.49 2.89 -1.95
H -1.54 1.46 -4.43
H -6.42 0.59 -4.61
H -5.42 -2.27 -3.08
H -6.24 -0.76 -3.15
H -6.06 -0.98 -0.36
H -7.69 -2.37 -0.22
H -4.38 -3.45 -1.97
H -2.67 -3.52 -1.62
H -5.15 -3.74 0.54
O 2.29 -0.77 0.57
C 2.07 -0.72 1.76
O 2.49 -1.71 2.55
C 2.47 -1.66 3.99
C 1.12 -2.09 4.53
C 1.27 0.41 2.35
H 2.77 -0.68 4.35
H 3.23 -2.36 4.32
H 0.32 -1.42 4.20
H 1.13 -2.10 5.62
H 0.86 -3.09 4.17
H 0.21 0.17 2.25
H 1.48 1.31 1.78
H 1.50 0.63 3.38
O 5.46 -1.50 5.32
C 6.06 -0.55 4.90
O 6.90 0.11 5.71
C 7.81 1.12 5.27
C 7.15 2.48 5.23
C 5.81 -0.01 3.51
H 8.26 0.85 4.31
H 8.62 1.13 5.99
H 6.32 2.51 4.52
H 7.87 3.25 4.95
H 6.74 2.73 6.21
H 4.95 0.66 3.53
H 5.59 -0.86 2.86
H 6.66 0.50 3.08
```

ΔE to the lowest compared entry with this formula, charge and spin ... 23.7 kcal/mol
E ... -80994.890 eV
Net charge ... +1
Molar mass ... 721.7 g mol⁻¹
HOMO-LUMO gap ... 0.2563 hartree
E_HOMO ... -11.9 eV

[11]
Density functional theory data (ωB97M-V with the def2-TZVPD basis set) for the molecule C5H10O2.

Structure (XYZ):
```
17
Properties=species:S:1:pos:R:3
C 0.87 1.87 0.19
C 0.20 0.55 0.52
C -1.11 0.20 -0.19
O -1.00 0.35 -1.60
C -0.90 -1.24 0.29
C 0.63 -0.95 0.34
O 1.27 -1.27 -0.88
H 1.62 2.14 0.94
H 0.08 2.63 0.23
H 1.31 1.93 -0.81
H -0.03 0.59 1.59
H -2.00 0.75 0.15
H -1.07 -0.53 -2.00
H -1.32 -1.38 1.29
H -1.23 -2.06 -0.37
H 1.18 -1.39 1.17
H 1.50 -2.21 -0.84
```

ΔE to the lowest compared entry with this formula, charge and spin ... 51.6 kcal/mol
Structure (SMILES) ... C[C@@H]1[C@H](O)C[C@@H]1O
E ... -9440.807 eV
Molar mass ... 102.1 g mol⁻¹
HOMO-LUMO gap ... 0.3780 hartree
E_HOMO ... -9.5 eV

Question: Look up the molar mass of the third one.
Answer: 157.0 g mol⁻¹

Question: Number 11 is which compound?
Answer: C5H10O2